[1]
# CH4IN2

A 2-piece molecular cluster, CH4IN2 overall (the ωB97M-V functional and the def2-TZVPD basis, OMol25).

CARTESIAN COORDINATES (ANGSTROEM)
C1 0.66 -0.54 -0.06
N1 -0.61 -0.17 0.00
N2 1.63 0.30 0.03
I1 3.61 0.01 0.03
H1 0.96 -1.63 0.11
H2 -1.22 -0.99 0.07
H3 -1.16 0.67 -0.11
H4 1.02 1.67 -0.04

Properties
**Energy relative to the best compared isomer or geometry (same formula, charge and spin)**: 287.1 kJ/mol
**Total energy**: -447.3477 hartree
**Orbital gap**: 8.5 eV
**Max |F|**: 0.120 Eh/bohr
**Molecular weight**: 170.961 g/mol
**LUMO level**: -5.6 eV
**Total charge**: +1

Mulliken charges, unit e, in atom order:
1. C 0.37
2. N -0.33
3. N -0.61
4. I 0.41
5. H 0.28
6. H 0.27
7. H 0.22
8. H 0.40

---

[2]
# C7H7NO2S2

C7H7NO2S2 as an isolated structure (the ωB97M-V functional and the def2-TZVPD basis, OMol25).

CARTESIAN COORDINATES (ANGSTROEM)
C1 -0.38 -2.69 -0.13
C2 -0.88 -3.21 1.05
C3 -0.26 -1.30 -0.02
C4 -0.62 -0.75 1.17
C5 -0.59 0.63 1.54
C6 -0.07 1.61 0.75
C7 1.01 2.70 -1.05
N1 0.73 1.49 -0.31
O1 -0.81 0.07 -2.41
O2 1.45 -0.81 -2.02
S1 -1.04 -2.04 2.25
S2 0.22 -0.33 -1.50
H1 0.00 -3.45 -0.89
H2 -0.88 -4.32 1.38
H3 -1.04 0.88 2.55
H4 -0.20 2.72 1.17
H5 0.07 3.02 -1.46
H6 1.52 3.35 -0.27
H7 1.80 2.43 -1.79

Properties
**Energy relative to the best compared isomer or geometry (same formula, charge and spin)**: 256.5 kJ/mol
**Total energy**: -1272.4251 hartree
**Orbital gap (spin up / spin down)**: 7.1 / 7.1 eV
**Max |F|**: 0.070 Eh/bohr
**Molecular weight**: 201.272 g/mol
**LUMO level (spin up / spin down)**: -0.5 / -0.5 eV
**Total charge**: 0

Mulliken charges, unit e, in atom order:
1. C -0.66
2. C -0.32
3. C 0.05
4. C 0.84
5. C -0.67
6. C 0.06
7. C -0.90
8. N -0.36
9. O -0.52
10. O -0.51
11. S -0.15
12. S 1.05
13. H 0.30
14. H 0.32
15. H 0.25
16. H 0.20
17. H 0.36
18. H 0.37
19. H 0.28